Entry from the Open Molecules 2025 dataset: a single C2H3N3O molecule (ωB97M-V with the def2-TZVPD basis set).

Each atom is followed by the atoms it is bonded to, with distances in Å.
CARTESIAN COORDINATES (ANGSTROEM)
1 O 1.78269 0.37646 -0.34120  C2 1.327, H7 0.973
2 C 0.58005 -0.11735 -0.07412  O1 1.327, C3 1.488, N6 1.284
3 C -0.65661 0.69616 0.07806  C2 1.488, N4 1.454, H8 1.093, H9 1.089
4 N -1.62533 -0.33346 0.41959  C3 1.454, N5 1.244
5 N -1.07615 -1.44727 0.34317  N4 1.244, N6 1.421
6 N 0.31843 -1.36440 0.08126  C2 1.284, N5 1.421
7 H 2.39464 -0.37773 -0.40162  O1 0.973
8 H -0.62131 1.54950 0.75983  C3 1.093
9 H -1.09641 1.01809 -0.86497  C3 1.089

Summary:
**Electronic energy**: -317.45675 Ha
**LUMO**: 0.5 eV
**ΔE to the lowest compared entry with this formula, charge and spin**: 47.42 kcal per mole
**SMILES string**: OC1=NN=NC1
**Frontier orbital gap**: 0.39260 Ha
**HOMO level**: -10.18 eV

So, what does the Löwdin scheme give us? The charges, in e, come out as: O 0.105; C -0.429; C -0.118; N -0.015; N -0.020; N 0.081; H 0.131; H 0.131; H 0.134